Entry 1:
Molecular formula: C15H54N16O12
Method: DFT, ωB97M-V/def2-TZVPD

Last column: Mulliken charge in e.
Cartesian coordinates (Å):
C (-13.71, 5.35, -4.61)  -1.530
C (-13.07, 5.68, -5.89)  0.881
O (-14.08, 5.74, -6.87)  -0.746
H (-12.95, 5.10, -3.93)  0.458
H (-14.65, 4.70, -4.60)  0.274
H (-14.13, 6.29, -4.30)  0.299
H (-12.27, 4.97, -6.08)  0.445
H (-12.56, 6.61, -5.90)  -0.459
H (-13.60, 5.90, -7.71)  0.440
C (-12.08, 6.62, -11.35)  -0.650
C (-12.56, 5.46, -10.48)  -0.462
O (-12.66, 5.97, -9.14)  -0.565
H (-12.49, 6.46, -12.37)  0.503
H (-11.01, 6.63, -11.44)  -0.053
H (-12.57, 7.55, -10.98)  0.096
H (-11.90, 4.56, -10.51)  0.294
H (-13.59, 5.20, -10.69)  0.421
H (-11.86, 5.79, -8.69)  0.077
C (-9.44, 9.24, -13.15)  -1.214
C (-9.73, 10.60, -12.42)  0.057
O (-8.94, 10.87, -11.30)  -0.608
H (-9.80, 9.30, -14.12)  0.497
H (-9.70, 8.36, -12.52)  -0.076
H (-8.36, 9.20, -13.28)  0.415
H (-10.78, 10.55, -12.16)  0.083
H (-9.53, 11.41, -13.09)  0.588
H (-9.10, 11.74, -11.04)  0.230
C (-14.19, 10.26, -11.37)  0.425
O (-13.02, 10.07, -12.03)  -0.659
N (-15.18, 10.86, -11.94)  -0.399
N (-14.42, 9.78, -10.18)  -0.284
H (-15.02, 11.37, -12.91)  0.312
H (-16.03, 10.99, -11.42)  0.153
H (-13.54, 9.69, -9.58)  0.028
H (-15.23, 10.22, -9.65)  0.188
C (-8.76, 12.26, -5.37)  0.723
O (-8.25, 11.10, -5.13)  -0.695
N (-9.96, 12.54, -5.80)  -0.200
N (-8.17, 13.36, -5.18)  -0.445
H (-10.16, 13.39, -6.26)  0.259
H (-10.51, 11.68, -6.04)  -0.158
H (-7.26, 13.32, -4.66)  0.306
H (-8.63, 14.27, -5.12)  0.190
C (-10.13, 13.36, -10.38)  0.502
O (-11.09, 12.97, -11.26)  -0.701
N (-9.68, 12.64, -9.42)  -0.189
N (-9.38, 14.39, -10.66)  -0.413
H (-10.20, 11.80, -9.27)  0.359
H (-8.99, 12.93, -8.70)  0.116
H (-9.56, 15.04, -11.55)  0.302
H (-8.55, 14.70, -10.02)  0.187
C (-16.76, 8.40, -6.00)  0.461
O (-17.77, 9.11, -5.36)  -0.678
N (-16.02, 7.38, -5.48)  -0.347
N (-16.19, 8.82, -7.11)  -0.449
H (-16.34, 7.13, -4.48)  0.205
H (-15.36, 6.81, -6.05)  0.390
H (-16.48, 9.68, -7.56)  0.303
H (-15.64, 8.24, -7.72)  0.130
C (-13.34, 10.26, -5.54)  0.259
O (-12.31, 11.06, -5.12)  -0.702
N (-14.04, 10.47, -6.62)  -0.337
N (-13.80, 9.20, -4.93)  -0.040
H (-13.88, 11.27, -7.28)  0.279
H (-14.93, 9.99, -6.78)  0.033
H (-13.26, 8.82, -4.13)  0.334
H (-14.60, 8.68, -5.29)  0.032
C (-7.76, 9.38, -8.50)  0.218
O (-7.60, 10.73, -8.23)  -0.677
N (-8.01, 8.88, -9.68)  -0.202
N (-7.61, 8.43, -7.60)  -0.425
H (-8.07, 9.56, -10.44)  0.364
H (-8.06, 7.87, -9.97)  0.282
H (-7.58, 8.99, -6.77)  0.353
H (-8.24, 7.56, -7.61)  0.581
C (-11.32, 9.25, -8.56)  0.285
O (-10.94, 10.52, -8.17)  -0.763
N (-10.56, 8.40, -9.13)  1.651
N (-12.50, 8.80, -8.23)  1.851
H (-9.51, 8.79, -9.32)  -0.990
H (-10.80, 7.69, -9.76)  -0.627
H (-13.04, 9.39, -7.51)  -1.073
H (-12.74, 7.83, -8.44)  -0.130
C (-9.64, 5.48, -7.66)  -0.152
O (-9.86, 4.58, -6.59)  -0.755
N (-9.70, 6.68, -7.43)  0.195
N (-9.38, 5.18, -8.93)  -0.091
H (-9.73, 6.94, -6.42)  0.379
H (-9.96, 7.42, -8.16)  0.244
H (-9.01, 5.78, -9.69)  0.131
H (-9.22, 4.19, -9.14)  0.314
C (-10.31, 8.76, -5.23)  0.421
O (-9.72, 7.54, -4.83)  -0.626
H (-9.77, 9.26, -6.05)  -0.760
H (-10.31, 9.53, -4.41)  0.503
H (-11.37, 8.56, -5.51)  -0.309
H (-10.10, 7.34, -4.00)  0.333

The HOMO energy is -8.758 eV. As for the charge: 0. The relative energy (zero: lowest compared OMol25 entry of this formula, charge and spin) is 106.77 kJ/mol. The value obtained for the total energy is -64838.4178 eV. The value obtained for the orbital gap is 8.55 eV.

=====

Entry 2:
Molecular formula: C15H56N6O13
Method: DFT, ωB97M-V/def2-TZVPD

Last column: Mulliken charge in e.
Cartesian coordinates (Å):
C (-1.95, -3.78, -0.89)  -0.734
C (-1.08, -4.29, 0.26)  0.099
O (-1.79, -4.72, 1.41)  -0.637
H (-1.36, -3.65, -1.80)  0.263
H (-2.46, -2.85, -0.60)  -0.092
H (-2.65, -4.57, -1.03)  0.448
H (-0.32, -3.58, 0.53)  -0.162
H (-0.49, -5.14, -0.06)  0.501
H (-1.18, -4.94, 2.14)  0.359
C (1.01, -0.89, 0.45)  -0.303
C (-0.49, -0.46, 0.39)  1.730
O (-0.85, 0.21, -0.79)  2.442
H (1.20, -1.19, 1.50)  0.366
H (1.72, -0.12, 0.16)  -0.312
H (1.29, -1.71, -0.18)  0.119
H (-0.69, 0.13, 1.35)  -2.068
H (-1.08, -1.36, 0.46)  0.059
H (-1.79, 0.42, -0.82)  -0.968
C (-2.62, 2.73, -1.87)  0.333
O (-2.20, 3.41, -3.04)  -0.750
N (-3.17, 1.57, -1.81)  -0.139
N (-2.56, 3.24, -0.64)  -0.082
H (-3.37, 1.24, -2.77)  0.215
H (-3.53, 1.08, -0.94)  0.147
H (-2.86, 2.64, 0.20)  0.212
H (-2.03, 4.10, -0.45)  0.220
C (1.38, 2.88, 0.15)  0.344
O (2.27, 2.35, -0.81)  -0.652
N (0.20, 2.44, 0.36)  0.846
N (1.74, 3.82, 0.97)  -0.401
H (-0.18, 1.75, -0.23)  -0.862
H (-0.39, 2.90, 1.05)  0.037
H (2.65, 4.34, 0.65)  0.423
H (1.25, 4.27, 1.76)  0.170
C (-3.79, 0.82, 1.38)  0.132
O (-3.10, -0.12, 2.09)  -0.572
N (-4.51, 0.51, 0.35)  -0.414
N (-3.62, 2.12, 1.55)  -0.407
H (-4.84, -0.50, 0.30)  0.262
H (-5.13, 1.20, -0.07)  0.334
H (-2.90, 2.45, 2.15)  0.105
H (-4.32, 2.86, 1.26)  0.372
C (-0.82, 2.33, 3.24)  -0.323
O (-1.48, 3.45, 2.69)  -0.638
H (0.30, 2.38, 2.99)  0.323
H (-1.12, 1.48, 2.65)  -0.421
H (-1.03, 2.04, 4.27)  0.422
H (-1.44, 4.11, 3.43)  0.334
C (-0.91, -2.11, 3.40)  -0.342
O (0.45, -2.49, 3.73)  -0.518
H (-1.58, -2.63, 4.13)  0.363
H (-1.32, -2.31, 2.38)  0.148
H (-1.01, -1.03, 3.47)  0.095
H (0.74, -2.06, 4.55)  0.311
C (3.36, -3.21, 0.65)  -0.713
O (3.88, -1.95, 1.11)  -0.541
H (4.15, -3.89, 0.83)  0.307
H (3.07, -3.16, -0.40)  0.216
H (2.49, -3.39, 1.26)  0.284
H (3.58, -1.93, 2.04)  0.325
C (0.34, 1.90, -3.26)  0.118
O (0.59, 3.02, -4.12)  -0.617
H (-0.03, 2.08, -2.30)  -0.508
H (1.15, 1.22, -3.17)  0.207
H (-0.50, 1.25, -3.64)  0.397
H (-0.16, 3.61, -4.15)  0.350
C (1.83, -1.25, -2.79)  -0.796
O (0.43, -1.26, -2.90)  -0.634
H (2.16, -2.12, -2.25)  0.253
H (2.06, -0.48, -2.09)  0.110
H (2.31, -1.15, -3.73)  0.500
H (0.13, -0.93, -2.04)  -0.059
C (-2.96, -1.74, -3.35)  -0.158
O (-2.01, -1.09, -4.19)  -0.566
H (-2.80, -2.80, -3.59)  0.308
H (-3.94, -1.33, -3.50)  0.355
H (-2.67, -1.60, -2.31)  -0.341
H (-1.11, -1.31, -3.89)  0.412
C (3.39, 1.07, 1.95)  -0.158
O (3.65, 2.44, 1.98)  -0.688
H (3.85, 0.41, 2.69)  0.322
H (3.66, 0.64, 0.99)  0.100
H (2.32, 0.94, 2.08)  -0.077
H (2.83, 2.85, 1.62)  0.586
C (5.75, -0.07, -0.76)  -0.773
O (4.69, -0.82, -1.34)  -0.499
H (6.09, -0.54, 0.08)  0.356
H (5.45, 0.89, -0.44)  0.246
H (6.58, 0.25, -1.45)  0.274
H (4.23, -1.32, -0.61)  0.364

The HOMO energy is -8.381 eV. As for the charge: 0. The relative energy (zero: lowest compared OMol25 entry of this formula, charge and spin) is 282.23 kJ/mol. The value obtained for the total energy is -52013.9275 eV. The value obtained for the orbital gap is 7.69 eV.